Computed, not measured: a molecular structure, C23H34Cl5OPdSi2, with the ωB97M-V functional and the def2-TZVPD basis.

```
66
Properties=species:S:1:pos:R:3:forces:R:3
Pd -0.282043 0.359173 -0.626046 -0.04 -0.07 0.18
C -1.144556 2.478282 -1.007368 0.05 0.05 0.03
C -1.081625 1.763306 -2.239751 0.02 0.00 -0.09
C 0.295595 1.610187 -2.586226 0.01 0.03 0.01
C 1.081851 2.247390 -1.576568 0.06 0.00 -0.11
C 0.204749 2.782221 -0.607773 -0.05 0.01 0.02
C 0.579071 3.545728 0.615848 -0.01 -0.02 -0.01
C 2.569065 2.338800 -1.609604 -0.05 -0.01 0.01
C 0.797037 1.042478 -3.869381 -0.02 0.01 0.02
C -2.223892 1.347012 -3.105429 0.00 0.00 0.02
C -2.384845 2.966553 -0.339664 0.01 -0.03 -0.02
H -0.046176 3.266372 1.465432 0.01 0.01 0.00
H 0.445549 4.618352 0.454363 0.00 0.00 0.00
H 1.619206 3.379769 0.891276 0.00 0.01 0.01
H 3.015711 1.356303 -1.769654 0.01 0.00 -0.02
H 2.974531 2.753649 -0.689099 0.01 -0.01 0.01
H 2.892180 2.978778 -2.433882 0.01 0.01 0.01
H 0.687595 1.785225 -4.665392 0.01 0.00 0.00
H 0.227877 0.162337 -4.169829 0.01 0.00 0.00
H 1.849875 0.773907 -3.810334 0.00 -0.01 0.00
H -2.193700 0.277139 -3.316152 0.01 0.01 -0.02
H -2.173622 1.870816 -4.062754 -0.01 0.02 0.00
H -3.181720 1.569797 -2.641684 0.00 -0.01 0.01
H -2.234521 3.125228 0.726959 0.00 0.01 0.00
H -3.206553 2.263256 -0.470481 0.00 -0.01 0.01
H -2.686577 3.926141 -0.768396 -0.02 -0.01 -0.01
Cl -4.804634 -5.161926 1.720179 -0.01 -0.02 0.01
C -4.133300 -3.807963 0.968977 0.00 0.01 0.00
C -2.771023 -3.840612 0.561635 -0.01 0.00 0.00
Cl -1.835960 -5.244467 0.832550 -0.01 0.01 0.00
C -2.224336 -2.747214 -0.047005 0.00 0.06 -0.02
Cl -0.611200 -2.736293 -0.608935 -0.04 -0.04 -0.03
C -2.993611 -1.531043 -0.261372 0.08 -0.08 0.04
O -2.486625 -0.512125 -0.745098 -0.04 0.05 -0.03
C -4.389497 -1.553623 0.145364 -0.01 -0.01 0.00
Cl -5.289671 -0.140943 -0.129020 0.00 0.00 0.00
C -4.933015 -2.659726 0.748177 0.01 -0.02 0.00
Cl -6.567323 -2.661635 1.243039 0.00 0.00 0.00
C 2.321258 -1.563490 -1.804452 -0.01 -0.01 0.01
Si 2.683293 -1.240597 0.024187 0.00 0.12 -0.04
C 4.377799 -0.469104 0.215782 0.04 -0.04 -0.01
C 2.754668 -2.896768 0.886602 -0.01 -0.02 0.01
C 1.453598 -0.013699 0.766774 0.02 -0.05 0.02
Si 0.487388 -0.193608 2.380374 0.03 0.00 -0.05
C -1.299851 0.402644 2.327050 -0.01 -0.01 0.05
C 1.413780 0.853976 3.622317 -0.01 -0.03 0.05
C 0.362484 -1.953948 2.997222 0.00 -0.01 -0.01
H 3.200961 -1.345159 -2.414286 0.01 0.01 0.00
H 1.494344 -0.968049 -2.195755 0.01 -0.01 -0.01
H 2.077768 -2.616097 -1.967048 -0.01 0.00 -0.01
H 5.139712 -1.140385 -0.187622 0.02 0.01 0.00
H 4.606070 -0.313343 1.272741 0.01 0.01 0.00
H 4.477912 0.490832 -0.291676 0.00 0.00 0.00
H 3.467780 -3.514049 0.332996 0.00 -0.02 0.01
H 1.805972 -3.431800 0.915817 -0.02 -0.01 -0.01
H 3.127642 -2.807874 1.907635 0.00 0.00 0.01
H 1.959499 0.954638 0.811096 -0.01 0.02 -0.01
H -1.479124 1.352458 1.824277 0.01 0.01 -0.01
H -1.609278 0.518683 3.370689 -0.02 0.02 -0.01
H -1.956377 -0.351387 1.889831 -0.03 0.02 -0.03
H 1.412690 1.910557 3.347875 -0.01 0.01 -0.01
H 2.452844 0.531490 3.712435 0.01 0.01 0.00
H 0.948770 0.761948 4.606752 0.02 0.02 0.01
H -0.098906 -2.621238 2.265789 0.00 0.00 0.01
H -0.268920 -1.950174 3.889726 -0.01 -0.02 0.01
H 1.326351 -2.377083 3.275970 0.00 0.00 0.00
```
Positions in Å, forces in eV/Å.

Its multiplicity is 5. As for the expectation value of S²: 6.05. Its molar mass is 666.4 g mol⁻¹. The value obtained for the HOMO-LUMO gap (spin up / spin down) is 0.286 / 0.233 Eh. The calculation puts the lowest unoccupied orbital energy (spin up / spin down) at -2.51 / -5.80 eV. The charge is +1. The calculation puts the HOMO energy (spin up / spin down) at -10.31 / -12.14 eV.

Atomic partial charges in e from the Mulliken method, atoms 1 to 6: 0.225 0.655 -0.380 0.699 1.267 1.759